(1)
Below is a single C27H32ClN7O2 molecule, with properties calculated with ωB97M-V/def2-TZVPD.

Atoms and positions in Å:
C: 5.79 0.94 -3.08
N: 5.12 0.39 -1.92
C: 3.68 0.63 -1.96
C: 3.01 -0.04 -0.76
N: 3.54 0.39 0.51
C: 4.98 0.21 0.50
C: 5.67 0.90 -0.68
H: 6.74 0.68 -0.66
H: 5.54 2.00 -0.59
H: 5.40 0.57 1.45
H: 5.17 -0.87 0.42
C: 3.09 1.70 0.93
H: 2.94 2.38 0.08
C: 1.78 1.58 1.72
C: 1.16 2.95 2.01
N: 0.50 3.49 0.85
C: -0.79 3.86 0.87
O: -1.46 3.95 1.88
C: -1.39 4.18 -0.50
H: -1.83 5.18 -0.46
H: -0.63 4.15 -1.28
C: -2.48 3.16 -0.79
C: -1.89 1.79 -0.86
N: -0.62 1.57 -0.98
N: -0.39 0.24 -0.90
C: -1.54 -0.34 -0.74
N: -1.77 -1.67 -0.57
C: -3.04 -2.17 -0.36
O: -3.22 -3.36 -0.17
C: -4.12 -1.18 -0.42
C: -5.43 -1.64 -0.29
C: -6.50 -0.77 -0.37
C: -6.26 0.58 -0.59
C: -4.97 1.06 -0.71
C: -3.89 0.19 -0.61
N: -2.57 0.59 -0.72
H: -4.81 2.11 -0.89
H: -7.09 1.27 -0.66
H: -7.51 -1.13 -0.27
H: -5.58 -2.70 -0.14
C: -0.61 -2.54 -0.52
C: 0.22 -2.33 0.72
C: -0.26 -1.67 1.84
C: 0.54 -1.48 2.96
C: 1.84 -1.95 2.97
C: 2.34 -2.63 1.87
C: 1.53 -2.82 0.76
Cl: 2.15 -3.70 -0.59
H: 3.35 -3.01 1.86
H: 2.47 -1.80 3.83
H: 0.14 -0.97 3.82
H: -1.28 -1.31 1.86
H: -0.99 -3.56 -0.55
H: 0.00 -2.35 -1.40
H: -3.00 3.40 -1.73
H: -3.20 3.19 0.03
H: 0.90 3.25 -0.04
H: 0.41 2.88 2.80
H: 1.94 3.65 2.35
H: 1.07 0.98 1.14
H: 1.98 1.06 2.65
H: 3.85 2.15 1.58
H: 1.93 0.14 -0.79
H: 3.18 -1.12 -0.84
H: 3.29 0.20 -2.89
H: 3.46 1.71 -1.97
H: 5.37 0.49 -3.98
H: 5.69 2.03 -3.15
H: 6.85 0.69 -3.02

Output
- E_tot (a.u.) = -2042.09344
- 2S+1 = 1
- F_max (eV/A) = 1.2
- LUMO level (eV) = 0.0
- SMILES = CN1CCN(CCCNC(=O)CCc2nnc3n(Cc4ccccc4Cl)c(=O)c4ccccc4n23)CC1
- energy relative to the best compared isomer or geometry (same formula, charge and spin) (kJ/mol) = 10.2


(2)
Below is a molecular structure, C27H32CsN9O6S2Si, with properties calculated with ωB97M-V/def2-TZVPD.

Atoms and positions in Å:
Cs: 0.51 1.00 1.09
C: 2.32 1.49 -4.52
Si: 1.60 -0.04 -3.59
C: -0.04 0.54 -2.84
C: 1.19 -1.29 -5.00
N: 2.50 -0.74 -2.33
C: 3.80 -0.91 -2.18
C: 4.78 -0.64 -3.17
C: 6.12 -0.81 -2.96
C: 6.60 -1.30 -1.75
C: 5.68 -1.60 -0.75
C: 4.33 -1.42 -0.95
O: 3.46 -1.79 0.09
C: 3.47 -1.10 1.24
C: 4.07 0.16 1.37
C: 4.01 0.83 2.58
C: 3.38 0.28 3.68
C: 2.80 -0.98 3.56
C: 2.85 -1.66 2.36
H: 1.54 2.05 -5.03
H: 3.07 1.24 -5.26
H: 2.78 2.16 -3.80
H: -0.71 0.94 -3.60
H: 0.14 1.34 -2.12
H: -0.57 -0.26 -2.33
H: 0.57 -0.84 -5.77
H: 0.66 -2.15 -4.60
H: 2.10 -1.66 -5.47
H: 4.42 -0.26 -4.12
H: 6.83 -0.58 -3.76
H: 7.66 -1.44 -1.58
H: 6.03 -1.99 0.20
H: 4.57 0.60 0.52
H: 4.48 1.81 2.66
H: 3.36 0.81 4.62
H: 2.32 -1.43 4.41
H: 2.41 -2.64 2.28
C: -5.62 1.90 1.72
C: -5.73 0.52 1.61
C: -4.76 -0.30 2.15
C: -3.63 0.26 2.79
C: -3.54 1.66 2.90
C: -4.53 2.46 2.37
N: -2.54 -0.47 3.14
N: -2.67 -1.71 3.45
C: -1.64 -2.55 3.24
C: -1.45 -3.67 4.07
C: -0.56 -4.64 3.69
C: 0.12 -4.50 2.48
C: -0.09 -3.33 1.75
N: -0.91 -2.37 2.11
H: -6.37 2.54 1.28
H: -6.56 0.06 1.09
H: -4.80 -1.37 2.04
H: -2.68 2.09 3.37
H: -4.44 3.53 2.45
H: -2.00 -3.74 5.00
H: -0.38 -5.51 4.31
H: 0.80 -5.26 2.12
H: 0.43 -3.15 0.81
N: -2.15 1.22 0.11
N: -2.86 2.14 -0.66
C: -3.91 1.82 -1.38
N: -4.54 2.80 -2.07
N: -4.37 0.56 -1.29
N: -5.26 0.07 -2.10
O: -5.70 -1.04 -1.83
O: -5.65 0.68 -3.11
H: -2.78 0.48 0.42
H: -1.76 1.73 0.91
H: -2.50 3.13 -0.62
H: -4.06 3.68 -2.15
H: -5.12 2.46 -2.83
O: -0.67 3.10 1.79
S: -0.05 3.98 0.77
O: 0.67 3.14 -0.19
O: 0.77 5.02 1.36
S: -1.58 4.86 -0.23

Output
- E_tot (a.u.) = -3098.29794
- 2S+1 = 1
- F_max (eV/A) = 4.5
- LUMO level (eV) = 2.7
- net charge = -2
- energy relative to the best compared isomer or geometry (same formula, charge and spin) (kJ/mol) = 242.5


(3)
Below is a molecular structure, C27H32IrNO10P3, with properties calculated with ωB97M-V/def2-TZVPD.

Atoms and positions in Å:
Ir: 0.24 0.14 -0.24
C: 3.32 -1.80 2.97
C: 2.91 -0.38 3.24
O: 3.74 0.26 4.07
P: 1.11 -0.10 3.57
O: 0.82 -1.19 4.68
O: 1.24 1.28 4.33
O: 0.21 -0.17 2.42
P: 3.27 0.55 1.24
O: 2.67 1.99 1.55
O: 4.72 0.46 1.19
O: 2.29 -0.25 0.45
H: 3.27 -2.34 3.91
H: 4.35 -1.82 2.60
H: 2.66 -2.26 2.24
H: 3.35 1.07 4.42
H: 0.14 -1.83 4.41
H: 0.45 1.81 4.48
H: 3.36 2.65 1.70
C: 1.93 2.56 -1.82
C: 1.53 2.03 -3.19
C: 1.70 3.14 -4.23
C: 0.09 1.52 -3.19
C: -0.38 1.08 -4.59
O: -0.97 -0.23 -4.37
C: -0.69 -0.60 -3.13
N: -0.11 0.28 -2.39
C: -1.09 -2.01 -2.85
C: -1.22 -2.82 -3.97
C: -1.57 -4.16 -3.87
C: -1.81 -4.71 -2.62
C: -1.69 -3.92 -1.49
C: -1.33 -2.58 -1.58
P: -1.25 -1.60 -0.04
C: -3.04 -1.21 0.18
C: -4.00 -2.22 0.39
C: -5.40 -1.95 0.51
C: -5.86 -0.66 0.41
C: -4.92 0.36 0.20
C: -3.51 0.08 0.08
C: -0.96 -2.79 1.30
C: 0.13 -3.66 1.22
C: 0.46 -4.46 2.30
C: -0.29 -4.41 3.47
C: -1.37 -3.55 3.56
C: -1.70 -2.73 2.48
H: 3.01 2.68 -1.73
H: 1.61 1.86 -1.03
H: 1.45 3.52 -1.61
H: 2.17 1.19 -3.46
H: 0.99 3.96 -4.04
H: 1.56 2.80 -5.25
H: 2.70 3.56 -4.16
H: -0.57 2.29 -2.77
H: 0.44 0.94 -5.29
H: -1.14 1.72 -5.03
H: -1.04 -2.40 -4.95
H: -1.66 -4.76 -4.76
H: -2.08 -5.76 -2.53
H: -1.86 -4.37 -0.52
H: -3.68 -3.25 0.45
H: -6.07 -2.78 0.68
H: -6.91 -0.42 0.49
H: -5.23 1.39 0.14
H: -2.83 0.92 -0.06
H: 0.72 -3.71 0.32
H: 1.30 -5.14 2.22
H: -0.03 -5.06 4.30
H: -1.98 -3.53 4.46
H: -2.52 -2.03 2.59
O: -1.84 3.72 0.56
C: -0.90 2.97 0.52
O: -1.03 1.69 0.22
H: 0.13 3.29 0.73

Output
- E_tot (a.u.) = -2983.12845
- 2S+1 = 6
- F_max (eV/A) = 0.4
- LUMO level (spin up / spin down) (eV) = -6.3 / -10.1
- net charge = +2
- energy relative to the best compared isomer or geometry (same formula, charge and spin) (kJ/mol) = 0.0


Which value of F_max does entry 3 give?
0.4 eV/A


Look up the 2S+1 of the first one.
1